88
Properties=species:S:1:pos:R:3:forces:R:3:lowdin_charge:R:1 method="wB97M-V/def2-TZVPD" lumo_energy_ev="-7.3704 / -7.9159" total_energy_ev=-69718.543 multiplicity=1 homo_lumo_gap_ha="0.2423 / 0.2123" total_charge=+2
Pt 0.583866 0.434064 -0.341916 -1.1470 -0.5141 0.8675 0.625
C -3.914696 0.283857 -0.021260 0.2791 -0.1596 0.0357 -0.004
C -2.960384 -0.664226 -0.737540 -0.7162 0.2711 -0.7596 -0.607
C -2.590498 -0.108042 -2.111211 -0.0605 -0.2445 0.4304 -0.023
C -3.565111 -2.056164 -0.872087 0.3200 0.2132 0.0137 -0.006
O -1.719027 -0.749950 0.000057 0.7587 0.3192 -0.5864 -0.225
Si -1.473690 -1.385510 1.488205 1.3032 -0.0150 0.6099 -0.068
S 0.653990 -0.796043 1.567154 0.2231 0.1580 -0.0268 0.418
O -1.611620 -2.954756 1.711444 -0.3705 0.3727 -0.0018 -0.124
C -1.039474 -4.204797 1.305666 0.1636 -0.6611 -0.1217 -0.619
C -0.095266 -4.008315 0.124956 -0.0582 0.1245 0.2670 -0.034
C -2.207992 -5.113846 0.925091 0.2794 0.2577 0.1446 -0.006
C -0.274073 -4.769682 2.502269 -0.2333 0.1936 -0.2601 -0.011
O -2.307608 -0.551149 2.546996 -0.1337 0.0619 -0.3567 -0.120
C -2.569964 -0.534336 3.957628 -0.2904 0.1888 0.6703 -0.618
C -4.006068 -0.030598 4.101753 0.3780 -0.1305 -0.0666 -0.014
C -2.412301 -1.922800 4.561345 -0.0493 0.2026 -0.2393 -0.019
C -1.582639 0.443362 4.591547 -0.2186 -0.2112 -0.2242 -0.019
H -4.780659 0.485622 -0.642123 -0.1345 -0.0030 -0.1240 0.102
H -3.412139 1.222905 0.197626 0.0281 0.1443 0.0486 0.096
H -4.250008 -0.153514 0.914263 -0.0712 0.0369 0.1117 0.082
H -3.471030 -0.043327 -2.745227 -0.0525 0.0368 -0.0540 0.110
H -1.860711 -0.759867 -2.587832 0.0982 -0.0752 -0.0974 0.089
H -2.171833 0.884944 -1.978458 -0.0205 0.1411 -0.0241 0.033
H -4.504529 -2.007185 -1.414950 -0.0959 0.0388 -0.0412 0.107
H -3.754252 -2.477048 0.109795 -0.1080 -0.1531 0.1434 0.086
H -2.881615 -2.705694 -1.415115 0.0162 -0.1354 -0.0249 0.090
H -0.617372 -3.547889 -0.709763 -0.0841 0.0462 -0.1821 0.079
H 0.295379 -4.970662 -0.192422 0.0419 -0.0842 -0.0773 0.099
H 0.738762 -3.368362 0.417290 0.0415 -0.0532 -0.0556 0.046
H -2.730143 -4.719762 0.058451 -0.0628 0.0137 -0.1257 0.073
H -2.908689 -5.182855 1.752302 -0.0726 -0.0332 0.0937 0.096
H -1.843273 -6.108758 0.691648 0.0291 -0.1507 -0.0456 0.097
H 0.501871 -4.073587 2.813068 0.1187 0.0652 0.0351 0.083
H 0.188694 -5.711819 2.223905 0.0732 -0.1179 0.0154 0.096
H -0.944201 -4.944047 3.338625 -0.0875 -0.0145 0.1016 0.093
H -4.696985 -0.730781 3.640077 -0.1039 -0.0924 -0.0313 0.091
H -4.110020 0.935804 3.616422 -0.0269 0.1299 -0.0326 0.090
H -4.262404 0.073403 5.150954 -0.0642 0.0142 0.1363 0.095
H -3.054232 -2.634733 4.050618 -0.0862 -0.1073 -0.0182 0.092
H -2.683551 -1.896445 5.612895 0.0066 -0.0051 0.1024 0.101
H -1.382116 -2.259084 4.471022 0.1438 -0.1035 0.0481 0.084
H -1.677059 1.421993 4.130343 -0.0111 0.1486 -0.0446 0.091
H -0.565205 0.084439 4.451352 0.1487 -0.0209 0.0357 0.070
H -1.783692 0.534247 5.654393 0.0180 0.0184 0.1388 0.097
C 5.174768 2.267462 -0.385672 -0.0736 0.2619 -0.7068 -0.041
C 3.773156 1.821984 -0.845613 -0.0107 0.4581 -0.5024 -0.147
N 3.121688 1.023235 0.178174 -1.2929 -0.2526 -0.3536 -0.201
C 3.895277 -0.190813 0.401631 -0.0317 -0.4958 0.0421 -0.141
C 5.337589 0.169340 0.827285 -0.0267 -0.8416 -0.0025 -0.045
N 5.434338 1.644307 0.931633 0.6292 0.1613 0.2799 -0.091
C 4.450909 2.150918 1.920555 -0.4677 0.3281 0.6061 -0.043
C 3.034794 1.788429 1.416721 -0.1686 0.2094 0.3435 -0.142
H 5.235877 3.350510 -0.275126 0.0582 -0.0913 0.0950 0.148
H 5.943083 1.947299 -1.090580 0.0486 0.0015 0.1727 0.148
H 3.838314 1.225820 -1.753798 0.0284 0.0349 0.0139 0.109
H 3.140876 2.680540 -1.067996 0.1923 -0.1355 0.0188 0.099
H 3.906690 -0.777651 -0.519060 -0.0081 0.0524 0.1081 0.138
H 3.389667 -0.774379 1.169219 0.0950 -0.0570 -0.0081 0.085
H 6.070712 -0.179759 0.099461 0.0083 0.1538 0.0461 0.146
H 5.583514 -0.270222 1.794735 0.0447 0.1601 -0.0324 0.147
H 6.377702 1.893816 1.239757 -0.1182 -0.0291 -0.0141 0.205
H 4.575768 3.231406 2.017200 0.1017 -0.1344 -0.0824 0.147
H 4.662034 1.699683 2.891337 0.0970 -0.0338 -0.1408 0.147
H 2.450466 2.689229 1.225205 0.0338 -0.0615 0.0150 0.140
H 2.505433 1.185856 2.153193 -0.0019 0.0760 0.0243 0.082
C 3.127865 1.778519 -4.404042 -0.1021 0.0127 -0.1430 -0.096
C 1.758172 1.177965 -4.696387 0.1818 0.2489 0.1177 -0.257
C 1.076433 0.616362 -3.457167 -0.2737 0.2939 0.0521 -0.320
S 0.393521 1.846813 -2.258386 1.0044 -0.6612 -1.3835 0.779
O 1.390901 2.889265 -1.989882 0.2977 0.8934 0.1593 -0.505
C -0.838248 2.665981 -3.345479 -0.3884 -0.3206 0.7959 -0.301
C -1.707584 3.630801 -2.554868 -0.0328 0.0923 0.0577 -0.290
C -2.767904 4.240029 -3.467339 0.1387 -0.1117 0.1315 -0.080
H 3.592430 2.103353 -5.330399 0.0961 0.0420 -0.0517 0.087
H 3.783584 1.037041 -3.948965 0.1005 -0.0877 0.0197 0.069
H 3.034751 2.635368 -3.743097 0.0932 0.0590 0.0375 0.061
H 1.862662 0.365742 -5.419182 -0.1144 0.0172 0.0347 0.125
H 1.133641 1.941310 -5.156007 -0.1139 -0.0654 -0.1642 0.104
H 1.778506 -0.001760 -2.885820 -0.1432 0.0258 0.0657 0.078
H 0.212803 0.009138 -3.727203 -0.0735 -0.1583 0.0914 0.086
H -1.424183 1.899276 -3.847457 -0.0083 -0.0994 -0.0453 0.101
H -0.234039 3.215002 -4.064722 0.2595 -0.1475 0.0015 0.109
H -1.076105 4.418270 -2.140363 0.0033 -0.0344 0.0565 0.116
H -2.187296 3.119905 -1.714549 0.0188 -0.0114 -0.0261 0.100
H -2.305698 4.779632 -4.288899 0.0263 0.1065 -0.1131 0.085
H -3.390511 4.931948 -2.910088 -0.0843 0.0843 0.0099 0.085
H -3.402793 3.464022 -3.887213 -0.1320 -0.0551 -0.0547 0.080

88
Properties=species:S:1:pos:R:3:forces:R:3:lowdin_charge:R:1 method="wB97M-V/def2-TZVPD" lumo_energy_ev=-1.3308 total_energy_ev=-45114.046 smiles="O=C([O-])[NH2+]c1cccnc1.CC(C)O.CC(C)O.CC(C)O.CC(C)O.CC(C)O.CC(C)O" multiplicity=1 e_above_lowest_ev=9.694 homo_lumo_gap_ha=0.2942
O 0.652743 0.540048 2.742851 -6.2913 3.9026 -0.1559 -0.116
C -0.420581 1.288996 2.376234 6.9615 -3.3040 -7.6725 -0.425
O -0.564488 1.597044 0.940600 -0.8109 -0.7929 8.8382 -0.176
N -1.337040 1.756591 3.487383 -1.4814 0.4073 0.2551 0.088
C -2.822267 1.472274 3.211830 -3.5628 -0.8862 -0.7282 -0.105
C -3.256030 -0.113903 2.986141 -4.1614 4.3695 -0.1122 0.073
C -4.906398 -0.243245 2.741168 3.0546 3.8009 0.8548 0.003
C -5.732208 1.159895 2.770790 1.7424 -0.5889 0.0995 -0.097
N -5.276997 2.569275 2.939742 3.8537 -4.4825 0.2998 -0.005
C -3.815029 2.759208 3.163029 -0.8920 -4.4175 -0.4156 -0.031
H -1.066447 1.289207 4.400959 0.0284 0.5896 -1.4163 0.193
H -1.225146 2.804068 3.589956 -0.0714 -1.3633 -0.1349 0.185
H -2.521477 -1.023796 3.001104 -1.4363 2.1084 -0.0352 0.114
H -5.426829 -1.290897 2.560776 1.1903 2.6279 0.3833 0.109
H -6.913169 1.031481 2.631157 2.9853 0.5219 0.3184 0.114
H -3.393608 3.858362 3.322980 -1.0888 -2.6510 -0.4419 0.125
C 2.233204 -2.602256 -0.190894 0.1179 -0.3278 0.0623 -0.060
C 1.349188 -2.017726 -1.280957 0.1872 0.4432 0.5226 -0.502
C 1.646401 -0.543515 -1.504398 -0.0213 0.2082 -0.1986 -0.056
O -0.019028 -2.173245 -0.913507 -0.3593 -0.1505 -0.0355 -0.069
H 2.063575 -2.094743 0.765479 0.0395 0.1249 -0.1481 0.079
H 1.999724 -3.660595 -0.032324 0.0626 0.1136 -0.1092 0.079
H 3.292500 -2.512261 -0.451005 -0.0856 -0.0087 0.0633 0.078
H 1.502537 -2.569717 -2.214642 -0.2368 -0.0219 0.1021 0.130
H 1.455944 0.036928 -0.594702 0.0456 -0.1121 0.0059 0.073
H 0.994277 -0.133251 -2.282990 0.1279 -0.0890 0.0427 0.081
H 2.688051 -0.391727 -1.804053 -0.0718 0.0075 0.0130 0.068
H -0.164397 -1.686233 -0.085283 0.1294 -0.0483 -0.3670 0.090
C -8.619541 0.393721 -1.507244 -0.3616 -0.0726 0.1260 -0.066
C -7.425868 0.716211 -0.622631 0.1429 -0.0368 -0.7684 -0.514
C -6.503847 1.728551 -1.283392 0.1883 0.2696 0.1928 -0.059
O -6.699223 -0.480322 -0.355203 0.1150 -0.2716 0.1827 -0.074
H -8.295675 -0.043876 -2.458356 0.0680 0.1594 0.0548 0.083
H -9.267895 -0.345325 -1.024349 0.0729 0.1541 -0.0145 0.080
H -9.208490 1.291707 -1.718491 0.0530 -0.1149 -0.0217 0.082
H -7.775399 1.109062 0.338345 0.1205 -0.2019 -0.0288 0.121
H -6.104982 1.338299 -2.226443 -0.1657 0.0019 0.0303 0.084
H -5.642909 1.941776 -0.640656 -0.1609 -0.0001 -0.0377 0.076
H -7.029251 2.666650 -1.487814 0.0821 -0.0920 -0.0139 0.082
H -6.384943 -0.836227 -1.203040 -0.1281 0.1981 0.3617 0.093
C 4.498053 0.994671 -5.411441 0.0314 0.3073 -0.2173 -0.067
C 4.531255 -0.453060 -5.874439 -0.0617 0.0998 0.6910 -0.504
C 3.509174 -1.296749 -5.129389 -0.2268 -0.2710 -0.1591 -0.067
O 5.834060 -0.988601 -5.657378 0.2618 -0.1077 -0.0126 -0.062
H 4.738966 1.070765 -4.345062 -0.1332 -0.1035 -0.0370 0.079
H 5.247238 1.587370 -5.947322 -0.1426 -0.1060 0.0082 0.080
H 3.512750 1.440499 -5.579607 0.1071 -0.0168 0.0652 0.081
H 4.332821 -0.499908 -6.950732 0.2317 -0.0849 0.1256 0.140
H 3.715036 -1.301927 -4.053132 -0.0189 0.1551 -0.0586 0.068
H 3.552917 -2.338753 -5.464204 -0.0212 0.1714 -0.0282 0.081
H 2.494173 -0.919779 -5.289182 0.0769 -0.0580 0.0774 0.082
H 6.018812 -0.951020 -4.704109 -0.1326 0.0015 -0.4316 0.091
C 2.993368 -1.364080 5.351759 -0.3050 -0.1583 -0.1997 -0.063
C 2.973945 -0.164671 6.285802 0.7390 -0.2402 -0.2416 -0.504
C 4.027735 0.859214 5.894979 -0.1435 0.4020 -0.0446 -0.058
O 3.212688 -0.601972 7.621089 -0.0436 -0.0954 0.3748 -0.067
H 3.962472 -1.874402 5.389242 0.0076 0.1741 -0.0149 0.081
H 2.238219 -2.098292 5.652462 0.0428 0.1437 -0.0387 0.078
H 2.797043 -1.062757 4.318064 0.0342 -0.0392 0.0989 0.074
H 1.982776 0.301336 6.265858 0.0897 -0.1083 0.2102 0.132
H 5.033404 0.427773 5.951760 -0.1212 -0.0659 -0.1339 0.087
H 4.010361 1.711133 6.583253 -0.0718 -0.1061 -0.0597 0.081
H 3.862395 1.227367 4.877633 0.1392 -0.1129 0.1074 0.058
H 4.090848 -1.017140 7.648259 -0.4035 0.2139 -0.0812 0.091
C 3.125732 2.542745 1.555626 -0.3203 -0.0998 0.2424 -0.056
C 4.319405 2.865235 2.440238 0.0532 -0.0591 -0.8437 -0.507
C 5.241426 3.877574 1.779478 0.2291 0.2818 0.2262 -0.069
O 5.046050 1.668701 2.707666 0.2089 -0.2219 0.1163 -0.071
H 3.449598 2.105148 0.604514 0.0573 0.1559 0.0225 0.083
H 2.477378 1.803699 2.038521 0.0650 0.1629 -0.0882 0.051
H 2.536783 3.440730 1.344379 0.0327 -0.1037 -0.0557 0.085
H 3.969875 3.258085 3.401214 0.1545 -0.2112 0.0083 0.133
H 5.640291 3.487323 0.836426 -0.1793 0.0009 0.0157 0.080
H 6.102364 4.090800 2.422213 -0.1522 0.0095 -0.0390 0.079
H 4.716022 4.815673 1.575056 0.0780 -0.0905 -0.0257 0.079
H 5.360330 1.312797 1.859829 -0.2043 0.1917 0.3583 0.095
C -3.498819 -3.049726 -3.890411 -0.3601 0.0032 -0.0090 -0.068
C -2.335782 -2.768490 -4.828306 0.2145 -0.0736 0.6476 -0.502
C -1.196611 -3.751143 -4.608668 0.2349 -0.1668 -0.1997 -0.062
O -1.863502 -1.441581 -4.610395 0.0325 0.2142 -0.0469 -0.062
H -3.190674 -2.951086 -2.843362 0.1148 -0.1063 -0.1110 0.081
H -4.306232 -2.327245 -4.051175 0.0977 -0.1130 -0.0806 0.075
H -3.895214 -4.058213 -4.044322 0.0170 0.0903 0.0565 0.079
H -2.678043 -2.828044 -5.867194 0.0959 0.2214 0.1107 0.138
H -0.806859 -3.677344 -3.587207 -0.1796 -0.0086 -0.0024 0.073
H -0.361682 -3.529010 -5.281972 -0.1723 -0.0388 0.0150 0.079
H -1.523863 -4.780678 -4.784254 0.0650 0.0746 0.0383 0.079
H -1.557463 -1.379458 -3.690205 -0.1001 -0.0821 -0.3093 0.086